(1)
DFT (ωB97M-V/def2-TZVPD) results for C19H23ClNTc as an isolated structure at a distorted geometry.

Results
E_HOMO (spin up / spin down)   -9.458 / -11.545 eV
HOMO-LUMO gap (spin up / spin down)   0.227 / 0.265 Ha
Spin multiplicity   4
Total charge   +1
E_LUMO (spin up / spin down)   -3.3 / -4.3 eV

Each line ends with the natural charge from an NBO analysis.
Cartesian coordinates (Å):
C1 4.12 -1.28 0.31  0.091
C2 3.71 -2.62 0.77  -0.669
C3 4.50 -1.07 -1.09  -0.669
C4 4.39 -0.24 1.31  -0.670
H1 5.56 -1.34 -1.29  0.231
H2 4.38 -0.02 -1.39  0.203
H3 3.90 -1.70 -1.77  0.204
H4 4.57 -3.26 1.04  0.227
H5 3.15 -3.16 -0.01  0.203
H6 3.07 -2.56 1.66  0.213
H7 5.42 -0.28 1.70  0.229
H8 3.72 -0.34 2.18  0.212
H9 4.25 0.77 0.89  0.202
C5 -1.85 -0.90 -1.69  -0.320
C6 -0.58 -0.49 -2.24  -0.247
C7 0.46 -1.21 -1.54  -0.259
H10 -0.45 0.21 -3.05  0.251
C8 -0.19 -2.20 -0.71  -0.162
C9 -1.58 -1.93 -0.72  -0.261
H11 -2.36 -2.41 -0.14  0.255
H12 -2.82 -0.62 -2.09  0.271
H13 1.51 -1.24 -1.84  0.272
H14 0.32 -3.01 -0.18  0.263
C10 -0.18 2.34 0.84  -0.254
C11 -0.74 2.43 -0.48  -0.321
C12 0.20 1.82 -1.39  -0.253
H15 -1.61 3.02 -0.78  0.270
C13 1.30 1.32 -0.60  -0.245
C14 1.11 1.76 0.75  -0.177
H16 1.84 1.67 1.55  0.265
H17 -0.69 2.69 1.73  0.253
H18 0.11 1.81 -2.46  0.251
H19 2.25 0.95 -1.01  0.270
Tc1 -0.68 0.29 -0.34  0.755
Cl1 -6.50 -1.14 0.72  0.063
C15 -5.29 0.06 0.87  -0.069
C16 -5.62 1.23 1.54  -0.159
C17 -4.59 2.15 1.65  -0.222
C18 -3.33 1.90 1.13  0.040
N1 -2.98 0.73 0.56  -0.466
C19 -3.99 -0.17 0.40  0.020
H20 -6.62 1.39 1.96  0.254
H21 -4.78 3.07 2.17  0.239
H22 -2.61 2.71 1.21  0.202
H23 -3.82 -1.12 -0.12  0.210


(2)
DFT (ωB97M-V/def2-TZVPD) results for C15H28BrN3ORhSe as an isolated structure.

Results
E_HOMO (spin up / spin down)   -10.273 / -10.270 eV
HOMO-LUMO gap (spin up / spin down)   0.238 / 0.237 Ha
Total charge   +1
E_LUMO (spin up / spin down)   -3.8 / -3.8 eV
Energy above the lowest of the compared OMol25 structures with the same formula, charge and spin   10.0 kcal per mole

Each line ends with the natural charge from an NBO analysis.
Cartesian coordinates (Å):
Rh1 0.23 0.70 -0.53  0.660
C1 2.97 -0.09 -1.52  -0.421
N1 2.33 0.86 -0.59  -0.372
C2 2.87 2.21 -0.93  -0.429
C3 2.74 0.52 0.80  -0.241
C4 1.96 1.35 1.79  -0.245
N2 0.51 1.04 1.67  -0.441
C5 -0.29 2.23 2.02  -0.420
C6 0.15 -0.03 2.61  -0.420
H1 4.05 0.01 -1.48  0.204
H2 2.62 0.12 -2.53  0.235
H3 2.70 -1.11 -1.25  0.209
H4 3.94 2.23 -0.72  0.193
H5 2.36 2.98 -0.37  0.214
H6 2.69 2.40 -1.99  0.250
H7 3.81 0.67 0.92  0.220
H8 2.53 -0.54 0.95  0.211
H9 2.10 2.41 1.60  0.222
H10 2.31 1.16 2.81  0.218
H11 -0.03 2.59 3.02  0.199
H12 -1.34 1.97 2.01  0.216
H13 -0.11 3.02 1.29  0.224
H14 0.13 0.36 3.64  0.206
H15 0.89 -0.82 2.58  0.200
H16 -0.83 -0.42 2.36  0.218
Se1 -0.04 1.96 -2.38  -0.370
Br1 0.23 -5.14 1.53  0.125
C7 0.23 -3.90 0.12  -0.121
C8 0.21 -4.32 -1.20  -0.165
C9 0.21 -3.35 -2.19  -0.230
C10 0.24 -2.01 -1.82  0.037
N3 0.27 -1.61 -0.54  -0.484
C11 0.26 -2.55 0.40  0.005
H17 0.18 -5.37 -1.45  0.250
H18 0.18 -3.61 -3.23  0.247
H19 0.25 -1.23 -2.56  0.234
H20 0.27 -2.23 1.43  0.214
C12 -4.12 1.24 -0.02  -0.429
C13 -4.13 -0.15 -0.67  -0.437
C14 -2.64 -0.54 -0.72  -0.065
O1 -1.91 0.62 -0.24  -0.553
C15 -2.77 1.77 -0.43  -0.071
H21 -4.19 1.16 1.07  0.209
H22 -4.94 1.87 -0.36  0.238
H23 -4.53 -0.08 -1.68  0.223
H24 -4.72 -0.87 -0.12  0.230
H25 -2.31 -0.76 -1.74  0.194
H26 -2.39 -1.36 -0.06  0.191
H27 -2.74 2.07 -1.48  0.212
H28 -2.38 2.58 0.18  0.204


(3)
DFT (ωB97M-V/def2-TZVPD) results for C34H41F4GdIO4P2 as an isolated structure at a distorted geometry.

Results
E_HOMO (spin up / spin down)   -15.072 / -15.071 eV
HOMO-LUMO gap (spin up / spin down)   0.160 / 0.136 Ha
Spin multiplicity   8
Total charge   +3
E_LUMO (spin up / spin down)   -10.7 / -11.4 eV

Each line ends with the Mulliken charge.
Cartesian coordinates (Å):
C1 3.34 2.07 4.75  -1.116
C2 2.77 0.63 4.36  0.727
C3 1.18 0.61 4.20  -1.020
C4 0.75 -0.26 2.95  -0.434
C5 0.58 0.62 1.63  -0.543
C6 0.74 -0.29 0.36  -0.367
C7 -0.51 -0.86 -0.19  0.389
C8 -0.37 -1.74 -1.38  1.497
C9 0.95 -1.99 -2.02  0.392
C10 0.93 -2.90 -3.25  -1.412
C11 1.27 -4.47 -2.78  0.123
C12 1.49 -4.65 -1.16  -0.789
O1 2.62 -4.69 -2.27  -0.397
C13 2.20 -1.41 -1.49  -0.240
C14 3.61 -1.68 -2.08  0.556
F1 4.29 -2.46 -1.13  -0.316
F2 3.67 -2.39 -3.24  -0.332
C15 4.46 -0.35 -2.38  0.507
F3 3.68 0.64 -2.95  -0.260
F4 5.38 -0.71 -3.35  -0.311
C16 2.07 -0.55 -0.26  0.716
P1 3.44 0.31 0.63  0.198
C17 3.99 1.91 -0.12  -0.491
C18 3.66 3.18 0.81  -1.071
C19 4.79 -0.78 1.25  -0.184
C20 5.72 0.03 2.29  -1.013
C21 -1.70 -2.34 -1.90  -0.876
O2 -1.86 -3.48 -2.23  -0.430
C22 -2.90 -1.33 -1.90  0.545
C23 -3.88 -1.21 -2.98  0.490
C24 -3.78 -2.06 -4.27  -0.591
C25 -2.68 -1.48 -5.27  0.252
O3 -2.78 -1.68 -6.43  -0.405
I1 -1.00 -0.26 -4.64  0.021
C26 -4.98 -0.23 -2.79  -1.260
C27 -5.11 0.63 -1.62  -0.772
C28 -4.09 0.54 -0.53  1.051
P2 -4.21 1.67 0.93  0.074
C29 -4.00 3.49 0.38  -0.640
C30 -5.46 4.09 -0.06  -0.271
C31 -5.82 1.48 1.87  -0.486
C32 -5.86 -0.03 2.38  -0.862
C33 -3.03 -0.45 -0.70  -0.164
C34 -1.92 -0.61 0.38  -0.611
O4 -2.21 -0.57 1.63  -0.510
H1 4.01 2.01 5.65  0.326
H2 2.52 2.80 4.98  0.360
H3 3.98 2.40 3.88  0.196
H4 3.12 -0.08 5.16  0.500
H5 3.19 0.25 3.39  -0.784
H6 0.83 1.67 4.13  0.365
H7 0.76 0.14 5.13  0.358
H8 -0.21 -0.78 3.23  0.383
H9 1.52 -1.06 2.81  0.374
H10 -0.46 1.05 1.70  0.355
H11 1.27 1.50 1.62  -0.275
H12 -0.07 -3.07 -3.72  0.139
H13 1.63 -2.65 -4.08  0.627
H14 0.73 -5.32 -3.33  0.432
H15 2.09 -3.90 -0.61  0.195
H16 1.61 -5.76 -1.03  0.517
H17 5.07 -0.02 -1.50  0.057
H18 5.09 1.93 -0.38  0.508
H19 3.42 2.09 -1.07  0.414
H20 3.33 4.01 0.12  0.330
H21 4.55 3.56 1.36  0.330
H22 2.78 2.99 1.48  0.212
H23 4.42 -1.73 1.73  0.400
H24 5.49 -1.02 0.39  0.434
H25 6.03 1.00 1.84  0.332
H26 5.26 0.10 3.30  0.250
H27 6.65 -0.59 2.39  0.428
H28 -4.75 -1.97 -4.85  0.471
H29 -3.65 -3.15 -4.07  0.355
H30 -5.71 -0.15 -3.62  0.387
H31 -5.97 1.34 -1.58  0.240
H32 -3.22 3.58 -0.46  0.120
H33 -3.65 4.16 1.22  0.444
H34 -6.04 3.25 -0.50  0.158
H35 -5.33 4.93 -0.83  -0.229
H36 -6.04 4.45 0.83  0.344
H37 -6.69 1.72 1.20  0.423
H38 -5.86 2.14 2.78  0.447
H39 -4.93 -0.56 2.01  0.172
H40 -6.73 -0.60 1.93  0.281
H41 -5.89 -0.12 3.49  0.307
Gd1 -3.55 5.49 -1.52  1.955


(4)
DFT (ωB97M-V/def2-TZVPD) results for C33H34HfN3O7Sb2 as an isolated structure at a distorted geometry.

Results
E_HOMO   -10.524 eV
HOMO-LUMO gap   0.248 Ha
Total charge   +1
E_LUMO   -3.8 eV
Energy above the lowest of the compared OMol25 structures with the same formula, charge and spin   0.0 kcal per mole

Each line ends with the Mulliken charge.
Cartesian coordinates (Å):
Hf1 10.71 7.79 15.05  0.767
O1 11.02 9.59 20.10  -0.659
C1 12.26 9.18 19.76  0.654
C2 13.06 8.84 20.82  -0.724
C3 14.38 8.55 20.58  -0.032
C4 14.95 8.68 19.32  -0.839
C5 14.10 8.94 18.21  -0.373
C6 12.72 9.15 18.43  -0.316
C7 11.77 9.10 17.29  0.966
O2 12.20 8.63 16.12  -0.477
N1 10.47 9.26 17.50  -0.802
N2 9.69 9.11 16.38  -0.068
C8 8.48 9.57 16.24  -0.260
C9 7.88 9.78 14.96  0.264
C10 6.58 10.37 14.83  -0.746
C11 6.09 10.75 13.61  -0.804
C12 6.89 10.64 12.48  -0.315
C13 8.17 10.09 12.55  -0.476
C14 8.61 9.61 13.75  0.942
O3 9.77 8.89 13.67  -0.485
H1 10.47 9.60 19.25  0.482
H2 12.59 8.86 21.83  0.368
H3 15.01 8.16 21.40  0.395
H4 15.98 8.48 19.10  0.421
H5 14.44 8.94 17.19  0.563
H6 7.94 9.83 17.14  0.498
H7 6.01 10.44 15.75  0.414
H8 5.08 11.09 13.47  0.405
H9 6.47 10.84 11.48  0.383
H10 8.85 9.95 11.70  0.460
C15 13.38 9.42 10.69  -1.362
Sb1 12.91 7.91 12.24  0.774
C16 14.94 7.86 13.01  -1.032
C17 12.43 6.06 10.95  -1.550
C18 11.41 6.43 9.93  0.759
C19 11.76 7.22 8.83  -0.386
C20 10.81 7.55 7.86  -0.847
C21 9.48 7.11 7.98  -0.656
C22 9.10 6.27 8.99  -0.576
C23 10.03 5.91 9.98  0.698
C24 9.61 4.96 11.04  -1.712
Sb2 8.66 6.07 12.71  0.674
C25 6.82 6.82 11.79  -1.177
C26 7.57 4.47 13.73  -1.386
H11 14.26 9.10 10.13  0.401
H12 13.62 10.38 11.17  0.409
H13 12.49 9.54 10.05  0.375
H14 15.34 6.83 12.95  0.374
H15 14.77 8.16 14.06  0.108
H16 15.56 8.58 12.50  0.384
H17 12.12 5.36 11.71  0.281
H18 13.40 5.75 10.56  0.627
H19 12.77 7.62 8.74  0.538
H20 11.13 8.13 7.01  0.432
H21 8.76 7.43 7.24  0.429
H22 8.09 5.84 8.99  0.503
H23 10.44 4.38 11.46  0.599
H24 8.79 4.29 10.72  0.545
H25 6.06 6.05 11.97  0.452
H26 6.93 7.06 10.73  0.360
H27 6.49 7.72 12.30  0.279
H28 6.93 3.96 13.02  0.437
H29 7.00 4.94 14.54  0.356
H30 8.25 3.77 14.15  0.417
O4 10.19 6.29 16.51  -0.761
C27 11.40 5.80 16.25  1.101
O5 11.93 6.05 15.13  -0.517
C28 12.09 5.00 17.25  -0.012
C29 13.11 4.05 16.93  -0.552
C30 13.84 3.55 17.98  -0.704
C31 13.62 3.97 19.28  -0.249
C32 12.63 4.88 19.55  -0.057
C33 11.75 5.29 18.56  -0.358
N3 12.66 5.31 20.90  1.091
O6 13.69 5.10 21.51  -0.589
O7 11.72 6.02 21.24  -0.577
H31 13.24 3.74 15.91  0.557
H32 14.65 2.85 17.80  0.402
H33 14.22 3.49 20.06  0.479
H34 10.83 5.82 18.75  0.609


Electronic energy for the records above, in order: -1333.15689 -5913.60944 -3765.15101 -2497.14764 hartree